{"formula": "C41H47N2OSiTi", "method": "wB97M-V/def2-TZVPD", "symbols": ["H", "H", "H", "C", "H", "C", "H", "Ti", "C", "C", "H", "C", "H", "H", "H", "H", "H", "C", "C", "C", "C", "H", "H", "H", "H", "C", "H", "C", "H", "C", "C", "H", "H", "H", "C", "C", "H", "C", "C", "C", "C", "H", "H", "H", "H", "H", "C", "C", "H", "H", "C", "C", "H", "C", "N", "C", "H", "C", "C", "C", "H", "H", "C", "Si", "H", "H", "C", "H", "C", "C", "H", "H", "H", "H", "C", "H", "H", "H", "H", "H", "C", "C", "C", "H", "H", "C", "O", "H", "C", "C", "N", "C", "C"], "coordinates": [[3.886, 4.921, -3.231], [1.565, -0.556, -2.698], [1.494, -1.215, 4.673], [3.646, -3.645, -1.133], [-3.401, -4.152, -0.255], [-1.174, 2.354, 1.493], [3.922, -1.090, 5.218], [0.320, -0.724, 0.095], [1.910, -1.594, -2.649], [-0.418, -1.925, 3.071], [-1.305, -0.037, 3.540], [1.862, -1.321, 2.573], [-0.552, -3.663, 0.620], [4.311, -3.816, -0.283], [5.453, -0.933, -0.959], [-3.903, -2.471, -0.462], [-3.453, -0.305, 0.482], [-1.810, -2.820, -0.920], [4.518, -1.197, 3.156], [-1.331, -1.107, 3.704], [-1.994, 4.221, -0.367], [2.468, 1.061, -0.795], [-1.939, 1.186, -4.997], [2.399, -1.814, -3.601], [-2.318, 4.946, -1.104], [-2.101, -0.366, -1.173], [0.224, -3.573, -0.970], [2.241, -1.229, 3.890], [-0.996, -4.815, -0.639], [2.900, 3.463, -2.008], [4.110, -1.286, 1.832], [-1.071, 2.415, -4.086], [1.035, -2.241, -2.573], [1.498, 4.060, 1.005], [4.611, -0.794, -1.635], [-2.467, 1.281, -2.910], [-2.870, -2.371, -2.762], [-1.734, 0.227, -2.379], [-3.952, 1.182, -0.990], [-3.582, 1.733, -2.213], [-0.407, -3.294, 3.278], [3.074, 2.652, -2.706], [4.852, -1.304, 1.049], [4.364, 0.270, -1.647], [-5.621, 2.524, -0.762], [2.322, 6.327, 0.495], [-2.294, -3.050, 4.748], [0.547, 1.432, -0.050], [-0.510, 3.363, -1.658], [4.959, -1.058, -2.637], [-0.715, -3.777, -0.454], [-2.041, 1.926, -4.202], [-3.036, -3.491, 5.400], [2.478, 5.525, -0.216], [2.227, -1.416, 0.204], [3.144, 5.777, -1.408], [-0.875, -0.169, -2.913], [2.203, 3.204, -0.828], [3.597, -1.164, 4.190], [-2.595, 4.191, 0.884], [-2.914, -2.928, 0.938], [-2.649, 3.210, 2.793], [-1.351, -3.856, 4.121], [3.111, -1.852, -1.226], [-2.760, 2.678, -4.525], [3.504, 6.773, -1.632], [-0.980, 3.330, -0.682], [-3.386, 4.889, 1.127], [-2.081, -3.037, -2.410], [3.358, 4.738, -2.303], [-4.159, 2.558, -2.618], [-5.874, 0.924, -0.056], [4.165, -3.971, -2.037], [-4.822, 2.089, 0.749], [-3.089, -3.113, -0.125], [2.769, -4.283, -0.999], [-2.399, -4.066, -2.584], [-3.003, -1.046, 5.037], [-1.355, -4.925, 4.285], [-0.836, 1.615, 2.213], [1.732, 1.825, -0.550], [-2.183, 3.247, 1.815], [-2.278, -1.678, 4.542], [-1.184, -2.844, -3.002], [0.345, -3.899, 2.787], [-0.535, 2.392, 0.250], [0.503, -1.373, 2.181], [5.577, -1.147, 3.378], [-3.198, 0.136, -0.476], [-5.136, 1.710, -0.225], [-1.337, -1.454, -0.652], [2.755, -1.352, 1.487], [2.013, 4.252, 0.073]], "atomic_forces_ev_per_a": [[0.002, -0.002, -0.002], [0.011, 0.014, 0.005], [0.007, 0.005, -0.011], [-0.095, 0.007, 0.011], [0.022, -0.006, -0.013], [0.122, -0.055, -0.027], [-0.011, 0.001, 0.005], [-0.418, 0.373, -0.096], [0.007, -0.050, 0.061], [-0.088, -0.124, 0.093], [0.007, -0.030, -0.038], [0.043, -0.170, -0.214], [0.023, -0.001, 0.006], [0.003, 0.013, 0.008], [0.038, -0.008, 0.039], [-0.024, -0.017, 0.026], [0.000, 0.009, 0.017], [-0.157, -0.090, 0.062], [0.009, -0.006, 0.003], [-0.041, 0.141, -0.071], [-0.028, 0.016, -0.006], [0.005, 0.043, 0.001], [0.002, 0.002, -0.008], [0.024, -0.003, 0.002], [0.003, -0.004, -0.005], [-0.073, -0.179, 0.070], [0.044, -0.041, -0.029], [-0.047, -0.002, 0.070], [-0.005, -0.004, -0.024], [-0.025, -0.028, 0.006], [-0.088, -0.056, 0.039], [0.004, 0.008, -0.003], [-0.051, 0.004, -0.027], [-0.014, 0.012, 0.007], [-0.042, 0.045, 0.005], [0.000, 0.033, -0.010], [0.011, -0.011, -0.011], [-0.087, -0.045, -0.023], [-0.008, 0.012, -0.009], [0.028, -0.004, 0.033], [0.106, -0.020, -0.017], [-0.001, -0.001, -0.005], [0.065, 0.007, -0.070], [0.023, -0.013, 0.020], [-0.004, 0.002, 0.001], [-0.004, -0.005, 0.007], [0.026, 0.032, -0.020], [0.133, -0.533, -0.005], [-0.019, 0.011, 0.006], [-0.020, -0.015, -0.010], [-0.011, 0.104, 0.054], [-0.004, -0.010, 0.032], [0.002, -0.003, 0.006], [0.000, 0.014, 0.010], [-0.057, 0.077, -0.043], [-0.002, -0.025, -0.007], [-0.002, 0.017, -0.001], [0.087, 0.033, -0.002], [0.030, -0.011, -0.027], [-0.009, -0.039, 0.000], [-0.020, -0.019, 0.022], [-0.001, -0.005, 0.005], [-0.051, 0.028, 0.030], [0.033, 0.020, -0.080], [-0.002, 0.000, -0.004], [0.000, 0.003, 0.000], [0.043, -0.005, -0.003], [0.001, 0.008, 0.002], [-0.011, 0.022, 0.018], [0.011, 0.025, 0.000], [-0.005, 0.005, -0.001], [-0.007, 0.005, 0.005], [0.013, 0.029, -0.012], [0.004, 0.004, 0.011], [0.026, 0.076, -0.051], [0.027, -0.026, 0.004], [0.003, -0.007, -0.021], [0.000, 0.005, -0.002], [0.008, -0.002, -0.008], [-0.043, 0.069, 0.013], [-0.046, 0.032, 0.019], [0.001, 0.025, 0.005], [-0.024, -0.071, 0.013], [0.001, -0.006, -0.001], [-0.008, -0.008, -0.001], [-0.114, 0.010, 0.078], [-0.034, 0.260, -0.099], [0.001, -0.002, -0.002], [-0.017, 0.066, -0.052], [0.017, -0.004, -0.027], [0.903, 0.058, 0.235], [-0.136, 0.009, 0.048], [-0.022, -0.025, -0.016]], "spin_multiplicity": 2, "lumo_ev": [0.6, 0.6]}